(w)
Below is 3 unconnected molecules or ions with the total composition C3H12O4, with properties calculated with the ωB97M-V functional and the def2-TZVPD basis.

Each line ends with the Löwdin charge.
CARTESIAN COORDINATES (ANGSTROEM)
O: -0.53958 -3.18761 -0.51918  -0.051
C: -0.84969 -1.85007 -0.26132  -0.289
C: 0.37126 -0.99478 0.09797  -0.180
C: 0.04086 0.42423 0.55359  -0.275
O: 1.27557 1.10266 0.69205  -0.062
H: 0.36313 -3.36290 -0.23927  0.081
H: -1.30662 -1.38294 -1.13436  0.117
H: -1.55669 -1.74753 0.57184  0.117
H: 1.02798 -1.47906 0.82019  0.119
H: 0.94303 -0.84750 -0.82649  0.124
H: -0.68955 0.79961 -0.18219  0.119
H: -0.55121 0.43364 1.47948  0.123
H: 1.04676 1.98514 0.98835  0.093
O: -3.52082 2.46085 -0.04751  -0.060
H: -3.77016 2.01897 -0.87034  0.037
H: -4.20715 3.10338 0.10936  0.024
O: 4.10948 0.94711 -0.75876  -0.070
H: 3.26691 1.20056 -0.36155  -0.002
H: 4.54651 0.37624 -0.11186  0.035

- E_HOMO (hartree) = -0.3809
- total charge = 0
- SMILES = OCCCO.O.O
- E_LUMO (eV) = 0.576
- 2S+1 = 1

(x)
Below is 4 unconnected molecules or ions with the total composition C3H12O4, with properties calculated with the ωB97M-V functional and the def2-TZVPD basis.

Each line ends with the Löwdin charge.
CARTESIAN COORDINATES (ANGSTROEM)
C: -1.49705 -1.03665 1.27836  -0.092
C: -0.15455 -0.34862 1.12968  -0.221
C: 0.12829 0.76328 0.17421  -0.283
O: 1.22550 1.08032 -0.21401  0.021
H: -1.84925 -1.49141 0.34450  0.076
H: -1.40942 -1.84210 1.99564  0.072
H: -2.29067 -0.37203 1.61040  0.078
H: 0.73182 -1.00629 1.05059  0.119
H: 0.08440 0.01663 2.14687  0.125
H: -0.77440 1.31732 -0.14044  0.119
O: 0.57970 -0.82163 -2.54249  -0.049
H: 1.20094 -0.38633 -1.94180  0.031
H: 0.53780 -0.22247 -3.29598  0.053
O: -1.88466 0.69454 -2.16973  -0.074
H: -1.20273 0.00263 -2.09887  -0.004
H: -1.65522 1.10372 -3.01507  0.041
O: 2.65092 0.91086 2.28303  -0.063
H: 3.04828 1.52359 1.65146  0.038
H: 2.53028 0.11463 1.75365  0.014

- E_HOMO (hartree) = -0.3699
- total charge = 0
- SMILES = CCC=O.O.O.O
- E_LUMO (eV) = 0.513
- 2S+1 = 1

(y)
Below is 4 unconnected molecules or ions with the total composition C3H12O4, with properties calculated with the ωB97M-V functional and the def2-TZVPD basis.

Each line ends with the Löwdin charge.
CARTESIAN COORDINATES (ANGSTROEM)
C: -0.33813 1.14129 -0.07424  -0.105
C: -0.19695 0.76825 1.40949  -0.225
C: 0.26789 -0.58715 1.87843  -0.285
O: -0.35205 -1.30070 2.61800  0.041
H: 0.67702 1.50162 -0.33538  0.064
H: -1.18354 1.80362 -0.30872  0.078
H: -0.52705 0.31471 -0.76788  0.063
H: 0.46747 1.40442 2.00033  0.111
H: -1.21915 0.95834 1.82594  0.103
H: 1.34076 -0.79517 1.57985  0.128
O: -3.20656 -0.67862 1.19285  -0.052
H: -3.26907 -1.38139 0.54502  0.039
H: -3.05193 -0.88964 2.10821  0.026
O: 1.42893 0.64574 -2.72199  -0.061
H: 0.89108 0.06146 -3.26380  0.064
H: 1.68479 1.52580 -2.99244  0.058
O: 1.88134 -1.56675 -1.42538  -0.089
H: 2.18529 -0.66636 -1.60629  0.000
H: 2.51987 -2.25949 -1.66201  0.044

- E_HOMO (hartree) = -0.3446
- total charge = 0
- SMILES = CCC=O.O.O.O
- E_LUMO (eV) = 0.493
- 2S+1 = 1

Which of them is most stable, and which least? Most stable: (x); least stable: (y).

(w)
Below is 4 unconnected molecules or ions with the total composition C3H12O4, with properties calculated with the ωB97M-V functional and the def2-TZVPD basis.

Each line ends with the Löwdin charge.
CARTESIAN COORDINATES (ANGSTROEM)
C: 3.08857 0.31182 -2.55193  -0.146
C: 2.40164 -0.97508 -2.51605  -0.248
C: 1.06160 -1.08662 -1.70880  -0.170
O: 0.89780 -2.28482 -1.29562  -0.046
H: 2.63444 1.18030 -2.99800  0.065
H: 4.01022 0.25596 -3.19799  0.093
H: 3.36404 0.61402 -1.53467  0.081
H: 1.84307 -1.28644 -3.39738  0.108
H: 3.05622 -1.90494 -2.19486  0.160
H: 0.37806 -0.27914 -1.60337  0.106
O: -1.25048 -4.02966 1.98173  0.015
H: -1.07138 -3.47448 2.65148  -0.031
H: -0.90268 -4.26490 1.16384  0.012
O: -2.81290 0.47366 4.29892  -0.111
H: -3.83624 0.50476 4.24761  0.081
H: -2.68850 -0.35972 3.80059  0.030
O: -2.11804 6.70784 0.32729  -0.064
H: -1.27014 6.14488 0.15725  0.099
H: -2.55888 6.43279 1.06758  -0.034

- E_HOMO (hartree) = -0.3609
- total charge = 0
- SMILES = CCC=O.O.O.O
- E_LUMO (eV) = 0.534
- 2S+1 = 1

(x)
Below is 4 unconnected molecules or ions with the total composition C3H12O4, with properties calculated with the ωB97M-V functional and the def2-TZVPD basis.

Each line ends with the Löwdin charge.
CARTESIAN COORDINATES (ANGSTROEM)
C: -3.61723 -0.39033 0.04071  -0.128
C: -2.28378 0.28618 0.43058  -0.146
C: -1.15226 -0.41599 0.46650  -0.291
O: -0.01671 0.08889 0.91819  -0.057
H: -4.24564 0.08096 -0.71180  0.051
H: -4.24802 -0.36457 0.97302  0.072
H: -3.47745 -1.48109 -0.20091  0.078
H: -2.28190 1.44739 0.49938  0.133
H: -1.16211 -1.40762 0.08871  0.110
H: 0.64202 -0.75444 0.76155  0.141
O: 2.16597 -1.65253 0.21890  -0.112
H: 2.85892 -1.06393 -0.28367  0.044
H: 2.64767 -2.48458 0.35035  0.050
O: 1.54877 2.09746 -0.17105  -0.067
H: 1.05065 2.65696 -0.69055  0.000
H: 0.98765 1.20474 -0.13199  0.093
O: 3.50168 0.30835 -0.98432  -0.088
H: 2.83800 1.11657 -0.99619  0.080
H: 4.24376 0.72759 -0.57740  0.040

- E_HOMO (hartree) = -0.3080
- total charge = 0
- SMILES = C/C=C/O.O.O.O
- E_LUMO (eV) = 0.638
- 2S+1 = 1

Which of them is most stable, and which least? Most stable: (x); least stable: (w).

(w)
Below is 2 unconnected molecules or ions with the total composition C5H14NO2, with properties calculated with the ωB97M-V functional and the def2-TZVPD basis.

Each line ends with the Löwdin charge.
CARTESIAN COORDINATES (ANGSTROEM)
C: 0.40723 2.23614 -1.15428  -0.247
O: 0.02453 2.76664 0.09056  -0.070
C: 1.35991 1.04073 -1.04482  -0.155
C: 0.71182 -0.31599 -0.74536  -0.149
C: 0.26503 -0.57250 0.65635  -0.283
C: -0.10416 0.22110 1.64228  0.142
N: 0.16520 -2.04009 0.90670  0.204
H: -0.47824 1.87541 -1.64830  0.114
H: 0.85423 2.96161 -1.82994  0.125
H: 0.32146 3.66906 0.22781  0.105
H: 2.14806 1.22926 -0.31037  0.129
H: 1.79739 0.95544 -2.03746  0.119
H: -0.13618 -0.43899 -1.40288  0.124
H: 1.42139 -1.09705 -1.02952  0.123
H: -0.07875 1.27594 1.46339  0.062
H: -0.42590 -0.12060 2.60093  0.081
H: 1.05482 -2.50658 0.77067  0.168
H: -0.58799 -2.37667 0.25550  0.112
H: -0.14957 -2.22322 1.85119  0.157
H: -2.87588 -2.77276 0.54032  0.074
H: -2.58866 -2.96160 -1.03460  0.093
O: -2.24901 -2.65598 -0.17480  -0.028

- E_HOMO (hartree) = -0.4970
- total charge = +1
- E_LUMO (eV) = -3.113
- 2S+1 = 1

(x)
Below is a molecular structure, C5H14NO2, with properties calculated with the ωB97M-V functional and the def2-TZVPD basis.

Each line ends with the Löwdin charge.
CARTESIAN COORDINATES (ANGSTROEM)
C: -0.94782 -1.06489 -2.10157  -0.066
C: -0.24485 0.31601 -2.17791  -0.201
C: -0.70353 0.96223 -0.90430  0.084
C: 0.27062 1.17353 0.01417  -0.053
N: -0.01943 1.35110 1.37189  0.089
C: 1.16082 1.41354 2.24060  -0.012
H: -0.50366 -1.53950 -1.24817  0.029
H: -2.13139 -0.90357 -1.99084  0.138
H: -1.01968 -1.62375 -3.12116  0.129
H: 0.90275 0.24936 -2.18112  0.143
H: -0.41576 0.79070 -3.21729  0.169
H: -1.70395 1.34276 -0.59916  0.175
H: 1.33455 0.99960 -0.21232  0.147
H: -0.79002 0.76595 1.68937  0.124
H: 1.96558 1.98774 1.48187  0.164
H: 1.01513 2.09169 3.10991  0.116
H: -1.17441 -2.08100 2.14805  0.045
H: 1.16559 -2.48519 0.12301  0.061
O: 0.99584 -1.52215 0.29156  -0.172
H: 1.64618 0.48086 2.38614  0.089
H: 0.02047 -1.46404 1.07931  -0.052
O: -0.82303 -1.24098 1.81796  -0.147

- E_HOMO (hartree) = -0.4955
- total charge = +1
- E_LUMO (eV) = -8.737
- 2S+1 = 1

(y)
Below is 2 unconnected molecules or ions with the total composition C5H14NO2, with properties calculated with the ωB97M-V functional and the def2-TZVPD basis.

Each line ends with the Löwdin charge.
CARTESIAN COORDINATES (ANGSTROEM)
C: -0.86783 -0.76439 0.13392  -0.189
O: -0.01386 -1.88449 0.24597  -0.087
C: 0.05823 0.22174 -0.67135  -0.223
C: -0.75263 1.49554 -1.13414  -0.120
C: -1.27704 2.11986 0.17651  -0.195
C: -0.53926 2.78579 1.00817  0.025
N: 0.56867 -0.66346 -1.81842  0.241
H: -0.89703 -0.35353 1.14377  0.131
H: -1.92235 -0.88850 -0.21692  0.152
H: -0.01848 -2.30723 1.09772  0.091
H: 0.86623 0.37406 0.05558  0.158
H: -0.14628 2.22328 -1.63283  0.104
H: -1.50649 1.23174 -1.92293  0.133
H: -2.30217 2.05858 0.47649  0.107
H: 0.37551 3.33694 0.87286  0.082
H: -1.03751 2.75103 1.96974  0.078
H: 1.45168 -1.07226 -1.67394  0.150
H: 0.56280 -0.03819 -2.62850  0.173
H: -0.21597 -1.27051 -1.98782  0.159
H: 2.71298 -2.79269 2.06973  0.076
H: 2.06069 -1.92159 0.96093  -0.005
O: 2.05221 -2.09527 1.88733  -0.044

- E_HOMO (hartree) = -0.4918
- total charge = +1
- E_LUMO (eV) = -3.439
- 2S+1 = 1

Which of them is most stable, and which least? Most stable: (w); least stable: (x).

(w)
Below is 2 unconnected molecules or ions with the total composition C5H14NO2, with properties calculated with the ωB97M-V functional and the def2-TZVPD basis.

Each line ends with the Löwdin charge.
CARTESIAN COORDINATES (ANGSTROEM)
C: 1.91687 -0.15710 1.39545  -0.209
O: 1.52744 1.13709 0.97347  -0.087
C: 0.64915 -1.06122 1.19086  -0.129
C: -0.67981 -0.25313 1.48594  -0.140
C: -1.24041 0.72038 0.42501  -0.129
C: -1.58384 0.65950 -1.96370  0.142
N: -0.76298 0.66249 -1.00131  0.050
H: 2.70045 -0.46315 0.68497  0.121
H: 2.29279 -0.24790 2.39532  0.117
H: 1.85748 1.81480 1.57112  0.110
H: 0.64675 -1.93970 1.81026  0.110
H: 0.59760 -1.43876 0.19939  0.053
H: -1.42306 -1.05234 1.53567  0.112
H: -0.54329 0.35730 2.38324  0.125
H: -2.34519 0.84764 0.55110  0.146
H: -0.83464 1.70466 0.72525  0.123
H: -1.30544 0.61178 -3.01961  0.126
H: -2.63581 0.82947 -1.81266  0.123
H: 0.24392 0.75969 -1.17117  0.172
H: 0.26613 -1.87084 -1.53363  0.029
H: -0.15686 -2.06769 -2.95874  0.082
O: -0.04345 -1.37743 -2.28942  -0.046

- E_HOMO (hartree) = -0.5151
- total charge = +1
- E_LUMO (eV) = -4.232
- 2S+1 = 1

(x)
Below is 2 unconnected molecules or ions with the total composition C5H14NO2, with properties calculated with the ωB97M-V functional and the def2-TZVPD basis.

Each line ends with the Löwdin charge.
CARTESIAN COORDINATES (ANGSTROEM)
O: 1.95798 -1.89357 -0.36795  0.042
C: 1.37408 -0.83518 -0.05615  -0.099
C: 0.08280 -0.66625 -0.85260  -0.219
C: -1.27705 -0.60010 -0.06474  -0.130
C: -1.32242 0.59896 0.92070  -0.275
C: -1.53971 1.91674 0.36263  -0.145
N: -0.15188 -1.86325 -1.77710  0.211
H: 1.82961 0.01418 0.56280  0.163
H: 0.25432 0.14629 -1.60281  0.178
H: -1.41260 -1.56691 0.48004  0.139
H: -2.06579 -0.61542 -0.83391  0.116
H: -2.12690 0.44751 1.65803  0.132
H: -0.34971 0.61434 1.39629  0.078
H: -2.45090 1.91442 -0.28823  0.105
H: -0.67296 2.46248 -0.05589  0.080
H: -1.77636 2.61015 1.13889  0.070
H: -1.10423 -1.91084 -2.13560  0.171
H: 0.38272 -1.73622 -2.60158  0.151
H: 0.24119 -2.70433 -1.33477  0.170
H: 0.61189 3.05954 2.30932  0.064
H: 1.88440 2.78676 1.66929  -0.008
O: 1.03106 2.52304 1.64529  0.005

- E_HOMO (hartree) = -0.5408
- total charge = +1
- E_LUMO (eV) = -3.724
- 2S+1 = 1

Which of them is most stable, and which least? Most stable: (x); least stable: (w).